Record 1
91
Properties=species:S:1:pos:R:3:mulliken_charge:R:1 method="wB97M-V/def2-TZVPD" energy_ev=-140842.0431 total_charge=+1
C -4.47099 4.48515 -1.45059 -1.198
C -3.34229 4.39626 -2.58044 -0.251
Br -2.33747 2.69782 -2.55992 -0.080
C -2.44570 5.69615 -2.57172 -0.783
C -1.09173 5.56763 -1.78131 0.110
C -0.56435 7.06106 -1.54851 -0.956
C -1.36441 7.77470 -0.40015 -0.521
N -1.43348 6.95722 0.88041 -0.344
C -0.65378 5.78495 0.57974 -0.016
N 0.49053 5.53795 1.15895 -0.064
C 1.26250 4.33105 0.77759 -0.845
C 0.95166 3.19549 1.86759 -0.234
C 2.05732 3.17033 3.02010 -1.118
I 0.64299 1.26369 0.93714 0.221
N -1.22170 4.92454 -0.43619 0.169
H -4.76332 3.48494 -1.05169 0.276
H -4.14658 5.20954 -0.64913 0.464
H -5.38041 4.96278 -1.91880 0.338
H -3.91105 4.41414 -3.55252 0.508
H -2.16822 5.92287 -3.64044 0.393
H -3.09664 6.55029 -2.23922 0.223
H -0.32657 5.03661 -2.41503 0.321
H -0.82308 7.60897 -2.50230 0.449
H 0.54991 7.12100 -1.45941 0.332
H -2.43578 7.89082 -0.73216 0.274
H -0.99983 8.80446 -0.16685 0.396
H -1.03274 7.47026 1.66820 0.354
H 0.82470 6.22352 1.83736 0.284
H 2.35831 4.56468 0.91223 0.461
H 1.10113 3.98857 -0.26884 0.405
H -0.02898 3.49036 2.33631 0.425
H 1.62402 2.83500 3.99959 0.295
H 2.57976 4.15541 3.13309 0.312
H 2.84179 2.41877 2.73537 0.383
H -2.19039 4.79130 -0.14643 0.223
C 2.34114 -0.66044 -1.37356 -0.066
C 3.70306 -0.87636 -1.55259 -0.846
C 4.15040 -2.06151 -2.12077 -0.245
C 3.22301 -3.02123 -2.50956 0.020
C 1.86053 -2.81783 -2.32802 -0.260
C 1.42159 -1.63085 -1.75656 -0.387
N 3.68864 -4.26098 -3.13090 1.049
O 4.88714 -4.41598 -3.25766 -0.600
O 2.85047 -5.06605 -3.48835 -0.608
H 1.99312 0.27112 -0.93257 0.139
H 4.41630 -0.11865 -1.25127 0.372
H 5.21241 -2.22064 -2.25604 0.455
H 1.13707 -3.56597 -2.62571 0.442
H 0.36089 -1.46008 -1.61263 0.407
C 2.07719 -1.64535 8.34736 -0.412
C 1.95872 -2.47001 7.23407 -0.462
C 2.21989 -1.96843 5.96631 -0.333
C 2.60343 -0.63922 5.82711 0.194
C 2.71740 0.19466 6.93385 -0.271
C 2.45164 -0.31447 8.19767 -0.511
N 2.90339 -0.11414 4.49601 1.042
O 2.77565 -0.86250 3.54930 -0.600
O 3.26779 1.04703 4.40828 -0.642
H 1.87790 -2.04191 9.33633 0.379
H 1.66551 -3.50546 7.35553 0.378
H 2.12505 -2.61827 5.10601 0.438
H 3.01149 1.23091 6.82807 0.412
H 2.53993 0.32459 9.06758 0.373
C -6.18835 1.62100 -3.21862 -0.489
C -5.15938 0.73211 -2.92737 -0.301
C -5.44567 -0.49374 -2.34063 -0.499
C -6.76608 -0.81893 -2.05445 0.070
C -7.79990 0.06600 -2.33529 -0.424
C -7.50573 1.29118 -2.91973 -0.442
N -7.07333 -2.12000 -1.45830 1.014
O -6.14290 -2.86092 -1.20838 -0.600
O -8.23968 -2.38532 -1.25062 -0.595
H -5.96259 2.57567 -3.68243 0.449
H -4.13329 0.99502 -3.16063 0.407
H -4.63862 -1.17952 -2.11739 0.489
H -8.82853 -0.18350 -2.10900 0.454
H -8.30385 1.98778 -3.14601 0.398
C 3.99513 -7.86352 -2.19258 -0.013
C 4.99840 -8.78701 -1.92038 -0.610
C 4.67714 -10.02187 -1.37201 -0.280
C 3.34629 -10.32136 -1.10485 -0.066
C 2.33770 -9.40175 -1.36693 -0.378
C 2.66795 -8.16817 -1.91274 -0.342
N 3.00044 -11.63035 -0.54993 0.998
O 3.90819 -12.40371 -0.31492 -0.602
O 1.82459 -11.87177 -0.35830 -0.602
H 4.24827 -6.90336 -2.62565 0.259
H 6.03134 -8.54485 -2.13884 0.383
H 5.46488 -10.73418 -1.16362 0.439
H 1.30126 -9.63102 -1.15544 0.431
H 1.89044 -7.44417 -2.12425 0.390

=====

Record 2
9
Properties=species:S:1:pos:R:3:mulliken_spin:R:1 method="wB97M-V/def2-TZVPD" energy_ev=-12261.6607 spin_multiplicity=3 total_charge=+1 e_above_lowest_kcal_mol=0.0
O 0.79426 0.40024 -2.28681 0.285
C 0.47294 -0.06683 -1.25547 0.160
C 0.04475 -0.62034 -0.11837 0.487
C 0.21266 -2.00393 0.16562 0.773
H 0.33668 -2.35239 1.19156 0.056
H -0.17221 -2.69403 -0.60499 0.069
O -0.66477 2.77337 0.90611 -0.003
C -0.91087 3.81322 0.52440 0.000
Ag -0.11344 0.75070 1.47795 0.174

=====

Record 3
68
Properties=species:S:1:pos:R:3:mulliken_spin:R:1 method="wB97M-V/def2-TZVPD" energy_ev=-142117.9169 spin_multiplicity=5 total_charge=-2
Fe 0.56273 -0.45959 -0.04832 3.841
Cl -3.30404 -2.34784 -1.45342 0.001
C -3.65176 -0.83042 -0.68488 0.019
C -4.98609 -0.41958 -0.59210 -0.004
C -5.31098 0.76499 -0.00158 0.011
Cl -6.99609 1.24729 0.08496 0.001
C -4.30618 1.59852 0.54272 -0.005
C -4.56069 2.83296 1.18356 0.004
C -3.52452 3.55778 1.69078 -0.003
C -2.21629 3.04344 1.56829 0.004
N -1.94297 1.90980 0.98027 0.004
C -2.95513 1.17874 0.45261 0.008
C -2.58269 -0.06797 -0.20322 -0.008
O -1.37188 -0.44208 -0.31868 0.017
H -5.76031 -1.05536 -1.00005 -0.001
H -5.57978 3.18776 1.26122 0.000
H -3.68784 4.50772 2.18218 0.000
H -1.37420 3.59958 1.97036 0.001
C -0.75798 -0.23628 4.28375 0.003
C 0.45672 -0.25559 4.95463 -0.005
C 1.63015 -0.36479 4.23537 0.004
C 1.58531 -0.44681 2.83878 0.017
N 0.40168 -0.41137 2.20956 0.028
C -0.72758 -0.31542 2.90370 -0.011
C 2.78886 -0.55914 1.96864 -0.085
C 4.06551 -0.63424 2.53550 -0.003
C 5.18006 -0.73386 1.72261 0.007
C 5.00721 -0.76284 0.34124 -0.002
C 3.73414 -0.69674 -0.20371 -0.057
C 2.57433 -0.59303 0.57924 0.096
H -1.70018 -0.15182 4.80725 0.000
H 0.48932 -0.18059 6.03522 -0.001
H 2.57936 -0.37425 4.74945 0.000
H -1.63690 -0.29884 2.31478 0.005
H 4.20766 -0.61854 3.60976 -0.001
H 6.17100 -0.78847 2.15807 0.000
H 5.87539 -0.84024 -0.30616 -0.001
H 3.63187 -0.74432 -1.28441 0.003
O 3.25263 9.78604 2.11623 0.000
S 2.05465 8.96846 2.09562 0.000
O 1.98438 7.96410 3.13578 0.000
O 0.81922 9.70182 1.86869 0.000
C 2.20370 8.01831 0.54521 0.000
N 2.56476 8.69940 -0.54664 0.000
C 2.64260 8.00662 -1.66927 0.000
C 2.37243 6.64922 -1.74505 0.000
C 1.99953 6.03538 -0.56035 -0.001
N 1.92195 6.71984 0.57779 0.000
C 1.67843 4.57474 -0.47532 -0.001
C 1.45831 3.98668 0.76432 -0.003
C 1.14400 2.63858 0.81921 -0.005
N 1.04426 1.86697 -0.26055 0.036
C 1.26955 2.42523 -1.44419 0.017
C 1.58479 3.76613 -1.60080 -0.005
H 2.94285 8.55531 -2.55826 0.000
H 2.46185 6.11715 -2.68011 0.000
H 1.52765 4.58668 1.66153 0.001
H 0.95537 2.15439 1.76996 0.004
H 1.18758 1.77073 -2.30498 0.002
H 1.74184 4.15165 -2.59838 0.000
C 0.97262 -5.66998 -1.29984 0.002
O 1.09438 -4.45133 -2.01570 -0.004
C 0.93540 -3.28248 -1.34798 -0.006
S 0.61210 -3.26396 0.30062 0.041
S 0.97170 -1.92378 -2.35254 0.036
H 0.93439 -6.44898 -2.06072 0.001
H 0.07238 -5.68126 -0.68656 -0.001
H 1.83647 -5.82193 -0.64929 -0.001

=====

Record 4
8
Properties=species:S:1:pos:R:3:mulliken_charge:R:1 method="wB97M-V/def2-TZVPD" energy_ev=-9177.8396 e_above_lowest_kcal_mol=91.0
O -0.71585 -1.69305 -0.81964 -0.489
C -0.14086 -0.54923 -0.37772 0.422
C 1.03910 -0.13669 0.00074 -0.233
O 0.89369 0.95610 0.76871 -0.044
N -0.26677 1.43265 0.51292 -0.115
N -0.97019 0.39348 -0.02445 -0.283
H -0.20693 -2.49277 -0.67546 0.318
H 2.05346 -0.27907 -0.07457 0.423

=====

Record 5
20
Properties=species:S:1:pos:R:3:mulliken_charge:R:1 method="wB97M-V/def2-TZVPD" energy_ev=-27896.9318 e_above_lowest_kcal_mol=63.8
O 0.94703 -0.44763 -1.85253 -0.711
N -0.11538 -0.12690 -2.44598 0.303
C -0.29329 0.07625 -3.75266 -0.040
N -1.51142 0.61259 -3.97698 -0.439
N -2.13036 0.68071 -2.88016 -0.594
N -1.30794 0.25057 -1.94410 0.806
C -1.56923 0.11533 -0.22078 0.011
C -0.70324 1.20458 0.30822 -0.516
C 0.41657 0.92865 0.96272 -0.364
C 0.81534 -0.50426 1.12125 -1.152
C -0.24527 -1.54092 0.88546 -0.217
C -1.33545 -1.26408 0.15050 -0.012
Cl -2.71318 -2.31611 -0.21828 -0.197
H 0.38897 -0.08979 -4.61469 0.407
H -2.60676 0.55026 -0.33728 0.308
H -0.96011 2.30340 0.23890 0.327
H 1.15302 1.50496 1.47832 0.393
H 1.56503 -0.68129 0.44718 0.394
H 1.38089 -0.72380 1.94473 0.712
H -0.16716 -2.47096 1.27502 0.579